Run one
This record from the OMol25 dataset describes a 2-piece molecular cluster, C2H9NS overall. The level of theory is ωB97M-V/def2-TZVPD.

Last columns: bonded neighbours and bond lengths (Å).
Geometry (Å):
1 C -0.93817 -0.53869 -0.99713  N2 1.520, H4 1.108, H5 1.088, H6 1.122
2 N -0.26240 0.38313 0.00522  C1 1.520, C3 1.464, H7 1.049
3 C -0.48482 -0.20658 1.32659  N2 1.464, H8 1.121, H9 1.082, H10 1.089
4 H -2.04287 -0.60551 -1.04953  C1 1.108
5 H -0.52802 -0.23293 -1.95783  C1 1.088
6 H -0.52295 -1.55021 -0.74649  C1 1.122
7 H -0.78436 1.29207 -0.03340  N2 1.049
8 H -1.57612 -0.27414 1.57522  C3 1.121
9 H 0.13242 0.23316 2.09894  C3 1.082
10 H -0.18871 -1.25140 1.24219  C3 1.089
11 S 2.93677 1.04142 -0.74789  H12 1.295, H13 1.397
12 H 2.46257 -0.07221 -0.28878  S11 1.295
13 H 1.79667 1.78189 -0.42711  S11 1.397

Gap between HOMO and LUMO   10.151 eV
SMILES   CNC.S
LUMO level   0.96 eV
E_HOMO   -9.19 eV

These are the Mulliken partial charges, in e, on atoms 1 to 8:
1 C -0.889
2 N -0.270
3 C -0.925
4 H 0.290
5 H 0.306
6 H 0.310
7 H 0.250
8 H 0.320

=====

Run two
This record from the OMol25 dataset describes a 2-piece molecular cluster, C2H9NS overall. The level of theory is ωB97M-V/def2-TZVPD.

Last columns: bonded neighbours and bond lengths (Å).
Geometry (Å):
1 C 0.68147 0.82967 1.80006  C2 1.522, H4 1.090, H5 1.092, H6 1.089
2 C -0.37183 1.45314 0.89480  C1 1.522, N3 1.475, H7 1.095, H8 1.090
3 N -1.31252 0.43199 0.39809  C2 1.475, H9 1.018, H10 1.017
4 H 1.35954 1.62616 2.10733  C1 1.090
5 H 0.24125 0.42161 2.71184  C1 1.092
6 H 1.26599 0.07607 1.27436  C1 1.089
7 H -0.88465 2.28080 1.39555  C2 1.095
8 H 0.11758 1.83948 0.00125  C2 1.090
9 H -1.98527 0.86818 -0.22971  N3 1.018
10 H -1.88275 0.07187 1.15908  N3 1.017
11 S 0.52016 -1.33524 -1.64470  H12 1.336, H13 1.376
12 H 0.82886 -2.34963 -0.83121  S11 1.336
13 H -0.18949 -0.64820 -0.68725  S11 1.376

Gap between HOMO and LUMO   9.971 eV
SMILES   CCN.S
LUMO level   0.97 eV
E_HOMO   -9.00 eV

These are the Mulliken partial charges, in e, on atoms 1 to 8:
1 C -0.954
2 C -0.400
3 N -0.586
4 H 0.318
5 H 0.298
6 H 0.251
7 H 0.349
8 H 0.308

=====

Quick one: least stable of them? run one

=====

Run one
This record from the OMol25 dataset describes a 2-piece molecular cluster, C2H9NS overall. The level of theory is ωB97M-V/def2-TZVPD.

Last columns: bonded neighbours and bond lengths (Å).
Geometry (Å):
1 C -1.33540 1.59390 -0.94136  C2 1.512, H4 1.090, H5 1.093, H6 1.084
2 C -0.51067 1.58832 0.32555  C1 1.512, S3 1.996, H7 1.084, H8 1.086
3 S -0.50827 -0.33174 0.87204  C2 1.996, H9 1.444
4 H -1.59878 2.60068 -1.26460  C1 1.090
5 H -2.26803 1.06733 -0.72147  C1 1.093
6 H -0.85543 1.02989 -1.73233  C1 1.084
7 H -0.88263 2.11395 1.19776  C2 1.084
8 H 0.54821 1.78860 0.19026  C2 1.086
9 H 0.60660 -1.13598 0.43112  S3 1.444
10 N 1.87042 -2.46597 0.24891  H11 1.008, H12 1.011, H13 1.016
11 H 1.82000 -1.86627 1.05720  N10 1.008
12 H 0.98435 -2.58571 -0.22385  N10 1.011
13 H 2.12962 -3.39701 0.56080  N10 1.016

Gap between HOMO and LUMO   9.823 eV
SMILES   CCS.N
LUMO level   0.92 eV
E_HOMO   -8.90 eV

These are the Mulliken partial charges, in e, on atoms 1 to 8:
1 C -0.926
2 C -0.411
3 S -0.242
4 H 0.297
5 H 0.307
6 H 0.297
7 H 0.327
8 H 0.288

=====

Run two
This record from the OMol25 dataset describes a 3-piece molecular cluster, C2H9NS overall. The level of theory is ωB97M-V/def2-TZVPD.

Last columns: bonded neighbours and bond lengths (Å).
Geometry (Å):
1 H -0.38787 -1.09306 -3.65344  H2 0.731
2 H -0.79684 -0.81170 -3.11718  H1 0.731
3 C 0.95218 -0.45285 1.24090  C4 1.495, S5 1.767, H6 1.078, H7 1.072
4 C 0.58051 -0.91482 -0.13138  C3 1.495, S5 1.810, H8 1.085, H9 1.081
5 S 0.76003 -2.20526 1.12451  C3 1.767, C4 1.810
6 H 2.00028 -0.23041 1.35856  C3 1.078
7 H 0.25140 0.00426 1.91138  C3 1.072
8 H 1.30458 -1.09520 -0.91947  C4 1.085
9 H -0.42091 -0.71360 -0.48513  C4 1.081
10 N -1.05268 1.91677 0.91758  H11 1.013, H12 1.013, H13 1.013
11 H -0.79732 2.74518 0.39340  N10 1.013
12 H -1.98256 1.70625 0.57506  N10 1.013
13 H -0.41081 1.14445 0.78521  N10 1.013

Gap between HOMO and LUMO   9.890 eV
SMILES   [H][H].C1CS1.N
LUMO level   1.06 eV
E_HOMO   -8.83 eV

These are the Mulliken partial charges, in e, on atoms 1 to 8:
1 H 0.107
2 H -0.107
3 C -0.722
4 C -0.427
5 S -0.147
6 H 0.251
7 H 0.397
8 H 0.298

=====

Quick one: least stable of them? run two

=====

Run one
This record from the OMol25 dataset describes the molecule C4H8N2. The level of theory is ωB97M-V/def2-TZVPD.

Last columns: bonded neighbours and bond lengths (Å).
Geometry (Å):
1 C 1.97652 -0.16630 0.10371  N2 1.566, H7 1.029, H8 1.074, H9 1.159
2 N 0.58270 -0.30482 -0.59741  C1 1.566, C3 1.456, N6 1.413
3 C -0.14919 0.80199 0.00105  N2 1.456, C4 1.552, H10 1.298, H11 1.175
4 C -1.61789 0.30365 -0.04873  C3 1.552, C5 1.359, H12 1.065, H13 1.162
5 C -1.26402 -1.00023 0.09593  C4 1.359, N6 1.339, H14 1.163
6 N -0.03197 -1.48140 -0.11345  N2 1.413, C5 1.339
7 H 2.18954 0.01973 1.09332  C1 1.029
8 H 2.48887 -1.09995 -0.03670  C1 1.074
9 H 2.54515 0.55320 -0.60420  C1 1.159
10 H -0.27656 1.91048 -0.66153  C3 1.298
11 H 0.24981 1.22583 1.02161  C3 1.175
12 H -2.16062 0.52410 -0.93806  C4 1.065
13 H -2.58972 0.65281 0.48395  C4 1.162
14 H -1.94262 -1.93910 0.20050  C5 1.163

Gap between HOMO and LUMO   9.651 eV
SMILES   CN1CCC=N1
LUMO level   0.95 eV
E_HOMO   -8.70 eV

These are the Mulliken partial charges, in e, on atoms 1 to 8:
1 C -0.931
2 N 0.019
3 C -0.320
4 C -0.566
5 C 0.016
6 N -0.567
7 H 0.420
8 H 0.358

=====

Run two
This record from the OMol25 dataset describes the molecule C4H8N2. The level of theory is ωB97M-V/def2-TZVPD.

Last columns: bonded neighbours and bond lengths (Å).
Geometry (Å):
1 C 0.51205 -0.58549 -1.13434  C4 1.419, H5 1.312, H6 1.275, N13 1.530
2 C -0.29066 1.46736 0.00706  C3 1.563, H8 1.066, H9 1.163, N13 1.419
3 C -0.03664 0.59227 1.27706  C2 1.563, H10 0.994, N14 1.337
4 C 0.40269 -1.49420 -0.05001  C1 1.419, H12 1.191, N14 1.372
5 H 0.59677 -0.97653 -2.38406  C1 1.312
6 H 1.33750 0.37087 -0.95922  C1 1.275
7 H -1.41727 0.46415 -0.91312  N13 0.955
8 H 0.42605 2.23004 -0.19692  C2 1.066
9 H -1.37593 1.87814 0.08151  C2 1.163
10 H -0.43883 0.88778 2.13678  C3 0.994
11 H -0.22783 -1.15740 1.88096  N14 1.015
12 H -0.00278 -2.61304 -0.00562  C4 1.191
13 N -0.48387 0.57475 -1.07949  C1 1.530, C2 1.419, H7 0.955
14 N 0.13783 -0.71242 1.04536  C3 1.337, C4 1.372, H11 1.015

Gap between HOMO and LUMO   7.832 eV
LUMO level   0.86 eV
E_HOMO   -6.97 eV

These are the Mulliken partial charges, in e, on atoms 1 to 8:
1 C -0.319
2 C -0.548
3 C -0.373
4 C -0.346
5 H 0.229
6 H 0.253
7 H 0.211
8 H 0.295

=====

Run three
This record from the OMol25 dataset describes the molecule C4H8N2. The level of theory is ωB97M-V/def2-TZVPD.

Last columns: bonded neighbours and bond lengths (Å).
Geometry (Å):
1 C 0.26631 -1.41350 0.22937  C2 1.575, N6 1.480, H7 0.993, H8 1.080
2 C -0.76908 -0.67608 -0.70059  C1 1.575, C3 1.534, H9 1.139, H10 1.090
3 C -0.01345 0.64974 -0.85291  C2 1.534, C4 1.469, N5 1.490, H11 1.079
4 C -0.11076 1.63665 0.23038  C3 1.469, N5 1.481, H12 1.010, H13 1.117
5 N 1.05634 0.72674 0.18123  C3 1.490, C4 1.481, N6 1.434
6 N 0.88051 -0.37296 1.08418  C1 1.480, N5 1.434, H14 1.000
7 H -0.14175 -2.17648 0.71592  C1 0.993
8 H 1.13101 -1.81852 -0.27445  C1 1.080
9 H -0.82486 -1.05692 -1.77223  C2 1.139
10 H -1.70083 -0.49491 -0.16383  C2 1.090
11 H 0.38403 0.77346 -1.84891  C3 1.079
12 H 0.18697 2.59717 0.13611  C4 1.010
13 H -0.75935 1.64768 1.13934  C4 1.117
14 H 0.41492 -0.02207 1.89639  N6 1.000

Gap between HOMO and LUMO   9.467 eV
SMILES   C1C[C@H]2CN2N1
LUMO level   1.19 eV
E_HOMO   -8.28 eV

These are the Mulliken partial charges, in e, on atoms 1 to 8:
1 C -0.670
2 C -0.490
3 C 0.131
4 C -0.591
5 N -0.417
6 N -0.336
7 H 0.482
8 H 0.253

=====

Quick one: least stable of them? run two

=====

Run one
This record from the OMol25 dataset describes a 2-piece molecular cluster, C4H8N2 overall. The level of theory is ωB97M-V/def2-TZVPD.

Last columns: bonded neighbours and bond lengths (Å).
Geometry (Å):
1 C -0.53080 1.06013 -1.06187  C2 1.345, H5 1.088, H6 1.084
2 C 0.16832 -0.00769 -0.63859  C1 1.345, C3 1.504, N4 1.385
3 C 1.54882 0.11183 -0.05277  C2 1.504, H7 1.095, H8 1.097, H9 1.092
4 N -0.31072 -1.30603 -0.70194  C2 1.385, H10 1.010, H11 1.011
5 H -1.50265 0.95007 -1.53755  C1 1.088
6 H -0.09585 2.05232 -1.02590  C1 1.084
7 H 2.29225 -0.22300 -0.78347  C3 1.095
8 H 1.65393 -0.50922 0.84574  C3 1.097
9 H 1.76988 1.14619 0.21954  C3 1.092
10 H 0.06495 -1.95058 -0.02044  N4 1.010
11 H -1.31069 -1.40688 -0.81086  N4 1.011
12 C -1.28905 0.06371 1.86310  N13 1.155, H14 1.085
13 N -1.09578 -0.72909 2.68034  C12 1.155
14 H -1.36260 0.74824 1.02466  C12 1.085

Gap between HOMO and LUMO   9.637 eV
SMILES   C=C(C)N.C#N
LUMO level   0.94 eV
E_HOMO   -8.69 eV

These are the Mulliken partial charges, in e, on atoms 1 to 8:
1 C -1.055
2 C 0.487
3 C -1.194
4 N -0.455
5 H 0.328
6 H 0.310
7 H 0.336
8 H 0.351

=====

Run two
This record from the OMol25 dataset describes the molecule C4H8N2. The level of theory is ωB97M-V/def2-TZVPD.

Last columns: bonded neighbours and bond lengths (Å).
Geometry (Å):
1 C -0.19272 -1.26437 0.30197  C4 1.657, H5 1.083, H6 1.127, N13 1.390
2 C 1.34219 0.46329 0.14435  C3 1.444, H8 1.085, H9 1.182, N13 1.490
3 C 0.20538 1.35319 0.16185  C2 1.444, H10 1.049, N14 1.379
4 C -1.58198 -0.38848 0.08153  C1 1.657, H12 1.133, N14 1.407
5 H -0.60446 -2.16982 -0.12633  C1 1.083
6 H 0.05434 -1.55902 1.36152  C1 1.127
7 H 1.07858 -0.72727 -1.43888  N13 1.076
8 H 2.22403 0.86651 -0.34287  C2 1.085
9 H 1.49460 0.18418 1.28252  C2 1.182
10 H 0.27388 2.35188 -0.15197  C3 1.049
11 H -1.81706 1.55828 -0.10935  N14 0.985
12 H -2.35622 -0.70338 -0.68276  C4 1.133
13 N 0.95391 -0.87621 -0.38047  C1 1.390, C2 1.490, H7 1.076
14 N -1.07447 0.91121 -0.10113  C3 1.379, C4 1.407, H11 0.985

Gap between HOMO and LUMO   7.621 eV
LUMO level   0.94 eV
E_HOMO   -6.69 eV

These are the Mulliken partial charges, in e, on atoms 1 to 8:
1 C -0.424
2 C -0.502
3 C -0.313
4 C -0.436
5 H 0.332
6 H 0.214
7 H 0.278
8 H 0.374

=====

Run three
This record from the OMol25 dataset describes the molecule C4H8N2. The level of theory is ωB97M-V/def2-TZVPD.

Last columns: bonded neighbours and bond lengths (Å).
Geometry (Å):
1 N 0.24655 -2.21839 0.61531  C2 1.463, H7 1.011, H8 1.014
2 C -0.82420 -1.23566 0.44497  N1 1.463, C3 1.507, H9 1.098, H10 1.103
3 C -0.18704 0.06829 0.85167  C2 1.507, C4 1.322, H11 1.088
4 C 0.15756 1.04113 0.02519  C3 1.322, C5 1.448, N6 1.413
5 C 0.03218 1.81745 -1.19110  C4 1.448, N6 1.492, H12 1.087, H13 1.088
6 N 0.86456 2.26250 -0.03573  C4 1.413, C5 1.492, H14 1.022
7 H -0.04952 -3.18456 0.64271  N1 1.011
8 H 0.93975 -2.10495 -0.11568  N1 1.014
9 H -1.65487 -1.50776 1.10918  C2 1.098
10 H -1.24269 -1.17251 -0.57393  C2 1.103
11 H 0.17992 0.07812 1.87540  C3 1.088
12 H -0.88530 2.39089 -1.29583  C5 1.087
13 H 0.51568 1.55916 -2.13132  C5 1.088
14 H 1.85067 2.07683 -0.22933  N6 1.022

Gap between HOMO and LUMO   9.774 eV
SMILES   NC/C=C1\CN1
LUMO level   1.06 eV
E_HOMO   -8.72 eV

These are the Mulliken partial charges, in e, on atoms 1 to 8:
1 N -0.574
2 C -0.425
3 C -0.479
4 C 0.294
5 C -0.246
6 N -0.574
7 H 0.209
8 H 0.195

=====

Quick one: least stable of them? run two